No. 1
Molecular formula: C7H14N2O3
Method: DFT, ωB97M-V with the def2-TZVPD basis set

Last column: Mulliken charge in e.
Geometry (Å):
1 C -1.26528 1.52890 -0.00123  0.24
2 C -3.23343 -1.35214 -0.28803  0.67
3 C 1.76123 0.36816 0.28398  -1.49
4 C 0.00102 -1.03477 -0.89470  -1.40
5 C 0.38644 -1.39810 1.59158  -2.16
6 C -0.69915 0.62568 0.82041  -0.84
7 C 0.34235 -0.31321 0.40373  2.82
8 N -0.96229 1.73487 -1.33003  -0.45
9 N -3.10517 -1.33666 0.89569  -0.47
10 O -2.19635 2.50597 0.51007  -0.52
11 O -3.33950 -1.49204 -1.46408  -0.51
12 O -1.30015 0.60512 2.10980  -0.65
13 H 1.75955 1.37503 -0.25695  0.31
14 H 2.55819 -0.21064 -0.19729  0.40
15 H 2.23077 0.61751 1.33835  0.29
16 H -0.45686 -1.98811 -0.52460  0.34
17 H -0.68612 -0.57686 -1.55103  0.31
18 H 0.97022 -1.10421 -1.51884  0.27
19 H 0.94619 -0.90063 2.44632  0.59
20 H -0.57245 -1.88680 1.91770  0.34
21 H 1.10055 -2.23516 1.35498  0.37
22 H -0.56627 2.69084 -1.43920  0.26
23 H -1.71547 1.68769 -1.97624  0.24
24 H -0.71562 0.07988 2.72641  0.35
25 H -2.80912 -0.72592 1.62694  0.37
26 H -2.32218 2.37629 1.45023  0.32

Its expectation value of S² is 2.0061. For the relative energy (zero: lowest compared OMol25 entry of this formula, charge and spin), the calculation gives 0.000 eV. The value obtained for the LUMO energy (spin up / spin down) is 0.48 / -1.20 eV. As for the total charge: 0. For the gap between HOMO and LUMO (spin up / spin down), the calculation gives 4.91 / 8.98 eV. The multiplicity is 3.

No. 2
Molecular formula: C7H14N2O4S
Method: DFT, ωB97M-V with the def2-TZVPD basis set

Last column: Mulliken charge in e.
Geometry (Å):
1 C 4.03332 3.04868 0.23231  -0.59
2 C 3.44901 2.11173 0.95688  -0.46
3 C 2.81403 0.87260 0.37209  1.02
4 C -2.25284 -2.00410 -0.78794  -1.80
5 C -1.99214 -0.86209 1.40987  -1.37
6 C -2.78126 -0.77232 0.05211  1.01
7 C -2.45702 0.56937 -0.69376  0.08
8 N -3.10833 1.55444 -0.22934  -0.71
9 N -1.59340 0.63071 -1.75369  -0.39
10 O 3.27566 -1.96129 -0.58870  -0.59
11 O 2.77201 0.69262 -0.85781  -0.56
12 O 1.24211 -2.22526 0.74285  -0.42
13 O 2.23281 -0.01246 1.14813  -0.36
14 S 2.07014 -1.23206 -0.18322  0.79
15 H 4.40355 3.92124 0.66453  0.33
16 H 4.24337 2.71850 -0.83405  0.21
17 H 3.24292 2.35938 1.98281  0.31
18 H -2.79167 -2.06863 -1.71670  0.43
19 H -2.40373 -2.86012 -0.16022  0.50
20 H -1.16851 -1.97337 -0.90240  0.32
21 H -2.52810 -0.76076 2.30824  0.32
22 H -1.26336 -0.13390 1.47004  0.31
23 H -1.49653 -1.86014 1.47651  0.29
24 H -3.90014 -0.69090 0.08498  0.37
25 H -2.96340 2.46994 -0.75479  0.21
26 H -1.43200 -0.22632 -2.35866  0.21
27 H 1.82316 -2.75850 1.31721  0.32
28 H -1.46968 1.45301 -2.39728  0.23

For the relative energy (zero: lowest compared OMol25 entry of this formula, charge and spin), the calculation gives 3.938 eV. The value obtained for the LUMO energy is -0.07 eV. As for the total charge: 0. For the gap between HOMO and LUMO, the calculation gives 8.94 eV.

No. 3
Molecular formula: C7H14N2O5
Method: DFT, ωB97M-V with the def2-TZVPD basis set

Last column: Mulliken charge in e.
Geometry (Å):
1 C -1.62350 -0.42934 -0.59654  0.68
2 C -0.18298 -0.97627 -0.38879  0.33
3 C -1.85408 0.72443 0.32555  -0.24
4 C -3.22741 1.36133 0.34009  -1.41
5 C 2.24202 -0.60818 -0.28338  0.48
6 C 2.74897 -0.49732 1.14508  0.32
7 C 3.08516 0.26997 -1.11643  -0.87
8 H -3.30297 -1.65483 -0.50442  0.19
9 H -1.93829 -2.37948 -0.07588  0.19
10 H -1.64350 -0.13458 -1.70144  0.32
11 H -1.11293 1.50864 0.19991  0.46
12 H -2.26551 -0.41803 1.66235  0.45
13 H -3.08291 2.41431 0.73175  0.32
14 H -3.97648 0.72395 0.87677  0.30
15 H -3.65736 1.43369 -0.64834  0.37
16 H 0.94556 0.79596 -0.75841  0.25
17 H 2.17584 -1.65762 -0.61013  0.40
18 H 4.12372 -0.00541 -1.04652  0.47
19 H 2.82313 0.11566 -2.19434  0.30
20 H 3.44020 2.13662 -0.38293  0.33
21 H 0.98649 -0.20390 1.52577  0.46
22 N -2.41151 -1.49314 -0.04884  -0.70
23 N 0.84233 -0.08400 -0.31875  -0.41
24 O 0.03461 -2.11549 -0.43747  -0.64
25 O -1.63270 0.31164 1.64253  -0.63
26 O 3.91497 -0.58485 1.45376  -0.61
27 O 2.76335 1.62766 -0.84129  -0.58
28 O 1.78581 -0.18142 2.05033  -0.52

For the relative energy (zero: lowest compared OMol25 entry of this formula, charge and spin), the calculation gives 1.317 eV. The SMILES is C[C@@H](O)[C@H](N)C(=O)N[C@@H](CO)C(=O)O. The value obtained for the LUMO energy is 0.47 eV. As for the total charge: 0. For the gap between HOMO and LUMO, the calculation gives 10.50 eV.

No. 4
Molecular formula: C7H14N3
Method: DFT, ωB97M-V with the def2-TZVPD basis set

Last column: Mulliken charge in e.
Geometry (Å):
1 C 2.52220 0.36407 0.97649  -0.22
2 C 1.51295 1.27069 -1.12336  -0.85
3 C 0.48179 0.21283 -0.87715  0.26
4 C -0.71359 0.74334 -0.08285  -1.15
5 C 0.97878 -0.91671 -0.07402  0.83
6 C 0.57956 -2.31285 -0.27728  -1.29
7 C -3.08020 0.43972 0.92307  -0.84
8 N 1.85131 -0.74078 0.91722  -0.61
9 N 2.27642 1.39692 0.10688  -0.17
10 N -2.08946 -0.01982 -0.12500  0.03
11 H 3.14829 0.43179 1.79666  0.49
12 H 2.06489 1.01941 -2.00168  0.34
13 H 0.95904 2.25748 -1.31374  0.38
14 H 0.19284 -0.17568 -1.78622  0.62
15 H -0.50697 0.97964 1.00005  0.27
16 H 1.33753 -2.95106 0.23073  0.39
17 H 0.60625 -2.50562 -1.35329  0.35
18 H -0.36730 -2.62263 0.21876  0.32
19 H -3.01196 1.58160 1.15766  0.34
20 H -4.11243 0.19507 0.55699  0.38
21 H -2.93942 -0.08742 1.98996  0.31
22 H 2.92960 2.22890 0.10902  0.28
23 H -2.69396 0.11758 -0.90984  0.37
24 H -1.92617 -0.90646 -0.05906  0.18

For the relative energy (zero: lowest compared OMol25 entry of this formula, charge and spin), the calculation gives 5.032 eV. The value obtained for the LUMO energy (spin up / spin down) is -4.18 / -4.18 eV. As for the total charge: +1. For the gap between HOMO and LUMO (spin up / spin down), the calculation gives 6.87 / 6.87 eV.

No. 5
Molecular formula: C7H14N3
Method: DFT, ωB97M-V with the def2-TZVPD basis set

Last column: Mulliken charge in e.
Geometry (Å):
1 C -2.82089 0.95859 0.76372  -0.09
2 C -1.53171 -0.51981 -0.31422  0.86
3 C -1.31265 -1.85899 -1.03717  -1.18
4 C 1.25128 -0.36463 0.97912  -1.69
5 C 0.91417 1.92350 0.49394  -1.50
6 C 1.29798 0.35249 -1.45623  -1.36
7 C 0.70093 0.52097 -0.09531  1.13
8 N -1.73393 1.62774 0.70639  -0.37
9 N -2.78820 -0.28949 0.17759  -0.14
10 N -0.74894 0.43283 -0.12607  -0.03
11 H -3.84274 1.44204 1.07071  0.35
12 H -1.90096 -2.70041 -0.60920  0.38
13 H -1.82418 -1.62904 -2.07964  0.34
14 H -0.28215 -1.98316 -1.20341  0.29
15 H 1.40154 -1.38858 0.82591  0.39
16 H 2.30340 -0.01656 1.30408  0.36
17 H 0.63919 -0.26786 1.80277  0.56
18 H 0.08282 2.02374 1.19639  0.57
19 H 1.90587 2.05752 0.95273  0.42
20 H 0.68073 2.74411 -0.32271  0.30
21 H 0.77151 0.92000 -2.25716  0.38
22 H 2.40451 0.48548 -1.50501  0.40
23 H 1.22661 -0.73396 -1.78000  0.30
24 H -3.62162 -0.85593 -0.15101  0.34

For the relative energy (zero: lowest compared OMol25 entry of this formula, charge and spin), the calculation gives 3.220 eV. The SMILES is Cc1[nH]cn[n+]1C(C)(C)C. The value obtained for the LUMO energy is -3.70 eV. As for the total charge: +1. For the gap between HOMO and LUMO, the calculation gives 11.24 eV.

No. 6
Molecular formula: C7H14N3
Method: DFT, ωB97M-V with the def2-TZVPD basis set

Last column: Mulliken charge in e.
Geometry (Å):
1 C -1.05953 2.64948 2.05141  -0.49
2 C -0.16109 1.58937 2.02439  -0.02
3 C -0.33377 2.53115 0.06663  -0.29
4 C 1.95481 -0.36656 0.95632  -1.24
5 C 0.10263 -1.62140 -1.66470  -0.86
6 C -1.79257 -0.23005 -0.90484  -1.13
7 C 1.24746 0.63628 0.23650  0.22
8 N -1.12713 3.23100 0.82421  -0.41
9 N 0.37369 1.50765 0.77410  0.24
10 N -0.50542 -0.78969 -0.62011  -0.16
11 H -1.74536 3.17561 2.77098  0.40
12 H 0.11442 1.09977 3.02465  0.28
13 H -0.32832 2.68355 -0.98256  0.45
14 H 2.88708 0.07949 1.39988  0.36
15 H 1.48462 -0.96132 1.74856  0.38
16 H 2.31875 -1.00624 0.16559  0.38
17 H 1.04947 -1.95816 -1.22054  0.19
18 H -0.26594 -2.47712 -2.26745  0.33
19 H 0.39432 -0.77693 -2.24153  0.40
20 H -1.89242 0.23829 -1.84919  0.35
21 H -2.52466 -1.05595 -1.01939  0.33
22 H -2.00138 0.30612 -0.09160  0.49
23 H 1.65569 0.70229 -0.72214  0.52
24 H -0.60632 -1.27458 0.40398  0.31

For the relative energy (zero: lowest compared OMol25 entry of this formula, charge and spin), the calculation gives 4.750 eV. The value obtained for the LUMO energy is -5.36 eV. As for the total charge: +1. For the gap between HOMO and LUMO, the calculation gives 7.81 eV.